[1]
This record from the OMol25 dataset describes a gas-phase ion, C7H15N4 (charge +1) at a distorted geometry. The level of theory is the ωB97M-V functional and the def2-TZVPD basis.

Its energy is -494.4169 Eh. As for the HOMO-LUMO gap: 9.636 eV. Its SMILES is C=C1CN[C@H]2[NH2+]CN[C@H](N)[C@@H]12. For the relative energy (zero: lowest compared OMol25 entry of this formula, charge and spin), the calculation gives 2.5352 eV. The charge is +1. Its LUMO energy is -3.168 eV. As for the spin multiplicity: 1.

The geometry in XYZ format:
```
26
C7H15N4 | the OMol25 dataset | the ωB97M-V functional and the def2-TZVPD basis
H -0.87012 1.45204 -0.84645
C -0.05170 -0.66529 -0.49791
H 0.47978 -0.52641 2.95438
H 0.13557 1.51232 1.43130
C -1.17280 0.45007 -0.45171
N -2.36458 0.05959 -1.20780
H 1.22311 -1.73845 0.97986
H 0.35856 -1.23425 -3.19947
H 2.34607 0.23488 1.61445
H -1.08907 1.16469 2.73909
H 2.07749 1.61357 -0.79829
C 2.02225 0.47045 -0.73332
H 1.96743 -0.22214 -3.28934
H -2.12617 -0.32665 -2.03162
H -2.54294 0.15913 0.94438
C -0.70915 0.97305 1.78993
H -0.60620 -1.55857 -0.64212
C 1.05074 -0.30544 -1.47848
N -0.17681 -0.50001 2.06741
N -1.69983 0.82317 0.84533
C 1.00996 -0.48408 -2.83215
H -0.90488 -1.17692 2.12001
H -2.92754 0.86800 -1.26175
H 2.99926 0.08689 -0.84107
N 1.76049 0.20127 0.73195
C 0.72896 -0.79962 0.80576
```

[2]
This record from the OMol25 dataset describes 2 unconnected molecules or ions with the total composition C9H15NSi at a distorted geometry. The level of theory is the ωB97M-V functional and the def2-TZVPD basis.

Its energy is -696.1382 Eh. As for the HOMO-LUMO gap: 7.988 eV. For the relative energy (zero: lowest compared OMol25 entry of this formula, charge and spin), the calculation gives 2.0274 eV. Its LUMO energy is 0.641 eV. As for the spin multiplicity: 1.

The geometry in XYZ format:
```
26
C9H15NSi | the OMol25 dataset | the ωB97M-V functional and the def2-TZVPD basis
H 1.75598 -2.91062 -1.44624
C 1.67768 1.17029 0.88874
Si -0.24221 -1.63793 -1.04249
H -0.84628 -0.13750 -2.97963
H -1.86463 -3.84769 -0.22179
C 0.34852 -0.87699 1.34028
C -0.56790 1.35077 1.67847
H -0.27494 -1.27856 2.15917
H -1.84061 -3.41579 -1.84209
H -1.59579 0.96030 2.01989
C -0.49036 2.74313 1.67850
C 0.50805 0.54727 1.31360
C 0.71746 3.32702 1.30922
H 1.29051 -1.42121 1.38081
H 0.92836 4.41843 1.30909
C -0.87417 -0.10337 -1.88743
H -2.59000 -2.17135 -0.68654
C -1.77454 -2.91194 -0.85911
H 2.32520 0.40635 0.43149
H 2.59258 2.91654 0.27980
H -2.02419 -0.03776 -1.56045
C 1.80596 2.53945 0.92253
N 1.20617 -2.18846 -1.85969
H -0.45931 0.95380 -1.56917
H 1.55540 -1.82124 -2.67240
H -1.26694 3.42704 1.91544
```

[3]
This record from the OMol25 dataset describes C2H4N2O2 in the gas phase at a distorted geometry. The level of theory is the ωB97M-V functional and the def2-TZVPD basis.

Its energy is -338.5758 Eh. As for the HOMO-LUMO gap: 10.370 eV. Its SMILES is [H]/N=C(\N)OC=O. For the relative energy (zero: lowest compared OMol25 entry of this formula, charge and spin), the calculation gives 2.1072 eV. Its LUMO energy is 0.735 eV. As for the spin multiplicity: 1.

The geometry in XYZ format:
```
10
C2H4N2O2 | the OMol25 dataset | the ωB97M-V functional and the def2-TZVPD basis
O 0.11674 1.22492 0.23195
H -1.49710 2.13367 -0.61629
N 1.72347 -0.11307 1.00108
N 0.19783 -0.99981 -0.52484
O -2.05413 0.44119 0.43661
H 1.97697 -1.07180 1.12983
C -1.24192 1.22980 0.05063
H 0.70417 -1.74694 -0.83328
C 0.69333 0.00569 0.25252
H -0.61936 -1.10366 -1.12821
```

- The highest energy belongs to which entry?
  C2H4N2O2